No. 1
# C24H38FO3P

A cluster of 3 separate species, C24H38FO3P in total in a non-equilibrium geometry (ωB97M-V/def2-TZVPD, OMol25).

Structure (XYZ):
```
67
Properties=species:S:1:pos:R:3:forces:R:3
C -1.23930 3.10898 -0.75031 0.02 -0.80 0.95
C -0.08921 2.03228 -0.38979 0.46 1.96 -0.37
C 1.32749 2.76906 -0.58519 0.01 1.07 0.30
P 2.02196 2.61485 -2.34766 -0.05 -1.06 -0.90
F 0.74464 3.12135 -3.38096 1.75 0.34 1.72
C 3.48620 3.82556 -2.39923 2.51 3.56 0.72
C 4.22158 4.24058 -3.72316 1.41 1.37 3.27
C 5.43801 5.21444 -3.66250 -1.25 -0.81 2.89
C 5.95863 5.79155 -2.31109 -2.93 -2.08 0.59
C 5.25317 5.41026 -0.98995 -1.49 -1.79 -3.49
C 4.02404 4.42823 -1.05528 1.91 1.23 -2.18
O -0.08453 0.86978 -1.25244 -0.97 -0.06 1.69
C -0.95175 -0.17320 -0.75909 0.38 -1.20 0.31
C -0.38966 -0.92185 0.55626 0.54 -1.30 2.64
C 1.02228 -0.68066 1.14699 -1.41 -1.91 1.45
C 1.54948 -1.43613 2.41003 -4.12 -0.69 -1.85
C 0.59500 -2.45649 3.07254 -0.89 1.77 -2.49
C -0.83256 -2.67364 2.51062 1.51 2.13 -1.91
C -1.35496 -1.91988 1.25201 4.25 0.76 1.47
H -2.22794 2.68420 -0.34102 1.27 0.73 -0.96
H -1.01508 4.03914 -0.11436 -0.37 -1.25 -1.12
H -1.28433 3.34921 -1.86596 0.08 -0.37 1.65
H -0.20236 1.79609 0.72351 0.19 -0.11 -1.55
H 1.23715 3.89112 -0.34441 -0.04 -1.69 -0.08
H 2.13446 2.34107 0.11693 -1.12 0.47 -1.21
H 3.87549 3.81251 -4.71836 0.52 0.73 1.53
H 6.02002 5.53503 -4.60090 -1.25 -0.73 1.53
H 6.85059 6.51161 -2.23886 -1.56 -1.30 -0.43
H 5.58043 5.81597 0.03558 -0.51 -0.71 -1.93
H 3.56949 4.17320 -0.02701 0.60 0.35 -2.06
H -1.00644 -0.97514 -1.58346 0.07 1.33 1.15
H -2.01511 0.20383 -0.56960 1.42 -0.41 -0.14
H 1.74303 0.07846 0.66715 -1.44 -1.39 0.66
H 2.60651 -1.22732 2.78067 -1.76 -0.42 -0.51
H 0.93199 -3.05608 3.99286 -0.63 1.08 -1.64
H -1.55032 -3.40659 3.00020 1.23 1.07 -0.58
H -2.39045 -2.07270 0.80306 1.58 0.08 0.89
C 0.94085 -4.86701 -5.36260 0.13 -0.01 0.07
C -0.32931 -4.05028 -5.19103 0.10 -0.01 0.03
O -0.31223 -3.20761 -4.04691 -0.16 -0.04 0.13
C 0.71693 -2.22662 -4.00092 0.01 0.04 -0.09
C 0.67538 -1.24871 -5.16218 -0.07 0.02 -0.12
H 1.12177 -5.48281 -4.47618 -0.06 0.04 -0.11
H 0.85782 -5.52105 -6.23473 -0.02 0.04 0.08
H 1.81760 -4.23286 -5.50423 -0.03 -0.01 -0.08
H -1.17172 -4.73395 -5.06078 0.00 0.17 0.17
H -0.54435 -3.46395 -6.08979 0.08 0.01 -0.05
H 1.69646 -2.71075 -3.92779 0.03 0.02 -0.06
H 0.57634 -1.67303 -3.06820 -0.09 -0.18 -0.05
H 0.81744 -1.74702 -6.12330 0.09 0.01 0.03
H 1.46174 -0.49764 -5.05380 -0.08 -0.04 0.04
H -0.29190 -0.73950 -5.19811 0.10 -0.01 0.05
C -5.49874 -1.86487 7.21939 -0.10 0.07 -0.07
C -4.16381 -2.45477 6.79539 -0.08 0.06 -0.01
O -3.92760 -2.37757 5.39601 0.03 -0.16 -0.11
C -3.90324 -1.07255 4.83132 0.05 0.04 0.05
C -2.82957 -0.17680 5.42407 0.11 -0.02 0.12
H -6.32043 -2.36451 6.69703 0.10 0.01 0.08
H -5.64236 -1.98377 8.29663 0.02 -0.02 -0.09
H -5.56547 -0.80002 6.99013 0.03 0.00 0.09
H -4.15055 -3.51620 7.05455 0.07 0.03 -0.23
H -3.33748 -1.99305 7.34473 -0.02 0.08 0.04
H -4.89237 -0.60884 4.90984 0.01 0.06 0.06
H -3.70605 -1.19944 3.76293 -0.02 -0.20 0.13
H -2.97974 -0.00926 6.49248 -0.06 0.08 -0.05
H -2.83061 0.79711 4.92821 0.00 -0.08 0.01
H -1.84244 -0.63134 5.30002 -0.08 0.04 -0.07
```
Forces are in eV/Å.

Summary:
total energy	-43643.9526	eV
F_max	4.6	eV/Å
SMILES	C[C@H](CP(F)c1ccccc1)OCc1ccccc1.CCOCC.CCOCC

***

No. 2
# C4H13N2O2

A cluster of 2 separate species, C4H13N2O2 in total in a non-equilibrium geometry (ωB97M-V/def2-TZVPD, OMol25).

Structure (XYZ):
```
21
Properties=species:S:1:pos:R:3:forces:R:3
N 0.16862 1.85989 -1.51623 -0.55 -1.35 -1.26
C 0.69899 0.48683 -1.26566 0.81 -0.21 1.07
C 0.61639 0.24948 0.25313 0.08 -0.02 -0.30
N 0.54643 -1.00441 0.70848 -0.63 0.19 -0.18
C 0.31037 -2.24469 -0.05399 0.74 0.33 0.54
C -0.41122 -3.25808 0.80467 -0.02 -1.41 -0.97
O 0.65384 1.24584 0.95871 -0.02 0.08 0.19
H 0.63137 2.61276 -1.00478 -0.05 -0.28 0.29
H -0.83995 1.79742 -1.27507 0.21 0.80 0.60
H 0.23674 1.98573 -2.52448 0.07 0.57 -0.04
H 0.17028 -0.24639 -1.85679 -0.35 0.14 -0.21
H 1.74949 0.43271 -1.54182 0.08 0.14 -0.13
H 0.33693 -1.05024 1.69606 0.28 -0.03 0.12
H -0.22505 -2.01282 -0.96906 -0.21 -0.15 -0.04
H 1.28420 -2.65433 -0.32555 0.00 0.04 -0.13
H -0.01851 -3.38088 1.81002 -0.20 0.58 0.24
H -0.18022 -4.23941 0.37737 -0.02 0.02 -0.14
H -1.49550 -3.22389 0.72395 -0.01 0.48 0.53
H -1.40252 1.91053 1.10680 -0.13 0.06 -0.48
H -2.29485 2.93952 0.38968 -0.17 -0.13 0.02
O -1.91534 2.05787 0.28830 0.10 0.14 0.26
```
Forces are in eV/Å.

Summary:
charge	+1
energy relative to the best compared isomer or geometry (same formula, charge and spin)	29.36	kcal per mole
F_max	1.9	eV/Å

***

No. 3
# C45H68OP2Si2W

A structure of composition C45H68OP2Si2W in a non-equilibrium geometry (ωB97M-V/def2-TZVPD, OMol25).

Structure (XYZ):
```
119
Properties=species:S:1:pos:R:3:forces:R:3
W 0.35786 -0.73931 -0.71524 -0.30 0.26 0.37
C -1.26404 -2.95573 2.06344 -0.53 -0.35 0.11
Si -1.43101 -1.44642 0.99834 -0.11 0.19 -0.01
C -3.15068 -1.26409 0.21666 -0.19 -0.08 -0.32
C -4.31420 -1.96858 0.57489 0.39 0.48 -0.03
C -5.55001 -1.67365 0.01904 -0.23 -0.26 -0.01
C -5.65961 -0.71086 -0.98023 0.42 0.20 0.29
C -4.51745 -0.01702 -1.36866 -0.02 0.12 -0.29
C -3.27253 -0.28358 -0.77867 0.09 -0.13 0.16
P -1.73620 0.62134 -1.23346 -0.56 0.08 0.04
C -2.05424 2.38285 -0.70375 0.21 0.16 -0.18
C -0.80078 3.24793 -0.55230 0.28 0.00 0.35
C -1.12857 4.72525 -0.27907 -0.81 -0.12 -0.26
C -2.07423 4.88975 0.93106 1.09 -0.68 0.01
C -3.28605 3.99149 0.80000 0.08 -0.17 -0.24
C -2.89432 2.53369 0.56085 0.58 -0.10 0.57
C -1.78462 0.53001 -3.08999 0.24 -0.30 -0.52
C -2.38230 1.68204 -3.90039 -0.18 0.08 -0.86
C -1.42572 2.86936 -4.10699 0.06 -0.04 0.36
C -0.06514 2.41445 -4.64665 -0.23 0.31 -0.28
C 0.54095 1.33468 -3.76694 0.07 -0.10 0.10
C -0.41183 0.14594 -3.66044 -0.18 0.44 -0.25
C -1.37813 -0.04747 2.29119 -0.21 0.58 0.07
C -2.49780 0.25322 3.09671 0.69 -0.24 0.21
C -2.43822 1.25807 4.06806 -0.22 -0.40 -0.88
C -1.29660 2.03329 4.18232 0.17 -0.44 -0.44
C -0.17149 1.74433 3.41959 -0.20 -0.23 -0.30
C -0.20661 0.72662 2.45227 -0.36 -0.26 0.22
P 1.23576 0.06117 1.54009 -0.31 0.29 0.06
C 1.95327 -1.01347 2.86595 0.47 -0.07 0.14
C 2.56120 -2.35536 2.48398 0.92 0.12 0.20
C 4.02574 -2.24071 2.02612 -0.21 0.16 -0.04
C 4.88153 -1.58138 3.11508 -0.30 -0.18 0.11
C 4.31052 -0.22095 3.49740 0.07 0.33 -0.35
C 2.83735 -0.29739 3.90129 -0.06 0.50 -0.08
C 2.24557 1.46002 0.86567 0.17 -0.21 -0.01
C 2.59964 2.70214 1.70393 -0.05 0.18 -0.58
C 3.20945 3.78616 0.78349 0.17 -0.56 -0.08
C 4.30793 3.27544 -0.16207 0.01 0.39 -0.16
C 3.91005 1.99783 -0.91911 0.10 0.58 0.23
C 3.49394 0.97603 0.12114 -0.10 -0.32 -0.30
H -2.04947 -2.90729 2.84608 0.40 -0.10 -0.34
H -0.30150 -2.89757 2.55853 0.21 -0.11 0.25
H -1.32715 -3.91485 1.54398 -0.03 0.11 0.08
H -4.24945 -2.73271 1.32505 0.00 -0.32 0.29
H -6.43304 -2.21398 0.36670 0.25 0.16 -0.17
H -6.61896 -0.46354 -1.42235 0.13 -0.11 0.01
H -4.63611 0.72455 -2.15817 0.20 -0.05 0.17
H -2.61787 2.76289 -1.55565 -0.25 0.07 -0.13
H -0.12347 3.15306 -1.40853 -0.07 0.07 0.08
H -0.26539 2.88106 0.33074 0.10 -0.10 0.01
H -1.58030 5.17649 -1.17348 -0.05 -0.11 0.08
H -0.21352 5.26954 -0.11268 0.43 0.19 0.11
H -2.35022 5.92759 1.06224 -0.06 0.22 0.03
H -1.48886 4.57374 1.82239 -0.37 0.24 -0.23
H -3.90993 4.34146 -0.02181 -0.17 0.04 -0.12
H -3.88669 4.02451 1.69877 -0.22 0.12 0.24
H -3.78031 1.91285 0.55529 -0.18 -0.21 -0.09
H -2.26172 2.20189 1.40669 -0.38 0.13 -0.27
H -2.42243 -0.35177 -3.22247 -0.06 0.12 0.01
H -3.33094 1.99298 -3.46415 -0.03 0.18 -0.04
H -2.63894 1.27717 -4.91339 0.17 0.16 0.74
H -1.26831 3.37898 -3.14891 0.04 -0.05 -0.08
H -1.85774 3.63753 -4.75452 -0.10 -0.29 -0.06
H 0.60724 3.27213 -4.70973 0.01 -0.02 0.03
H -0.16409 2.04071 -5.67754 -0.06 -0.01 0.24
H 0.74516 1.76714 -2.77352 -0.09 -0.07 0.07
H 1.51037 1.03635 -4.17033 -0.04 -0.14 -0.09
H 0.00091 -0.67217 -3.07425 0.20 -0.31 0.15
H -0.54136 -0.29131 -4.66457 -0.05 0.10 0.26
H -3.40008 -0.34870 2.98794 0.10 0.21 0.02
H -3.30785 1.45624 4.67156 -0.10 0.09 0.16
H -1.27573 2.86704 4.84654 0.07 0.34 0.51
H 0.71390 2.32073 3.60048 0.25 0.14 -0.01
H 1.02300 -1.23618 3.35790 -0.58 -0.11 0.34
H 1.94777 -2.85882 1.76529 -0.35 -0.27 -0.42
H 2.54769 -2.99185 3.37362 -0.08 0.09 0.11
H 4.05827 -1.62230 1.11180 0.16 -0.14 0.16
H 4.42410 -3.22640 1.76808 -0.07 0.09 0.00
H 5.91950 -1.47713 2.79709 -0.04 -0.03 -0.05
H 4.88556 -2.22073 4.00630 0.03 -0.05 -0.12
H 4.43410 0.44068 2.62407 -0.08 -0.05 0.40
H 4.89847 0.21457 4.30963 -0.11 0.01 -0.06
H 2.41855 0.69924 4.14093 0.28 -0.38 -0.06
H 2.77027 -0.88560 4.81826 -0.07 -0.02 0.08
H 1.54905 1.78496 0.07745 -0.15 0.23 -0.03
H 3.29934 2.44880 2.49211 0.18 -0.21 0.18
H 1.70948 3.10860 2.17198 -0.04 0.11 0.00
H 3.60762 4.59843 1.38731 -0.04 0.06 0.06
H 2.41827 4.19616 0.17206 -0.44 0.24 -0.18
H 5.20184 3.06425 0.42805 0.11 -0.09 -0.06
H 4.58101 4.07789 -0.86799 -0.10 -0.29 0.27
H 4.76344 1.65268 -1.50666 -0.05 -0.06 -0.03
H 3.07809 2.22337 -1.60623 0.05 -0.03 -0.01
H 4.30915 0.89142 0.81600 0.39 -0.16 0.36
H 3.37528 -0.01880 -0.31855 -0.10 0.06 0.17
O 2.15013 -0.61846 -2.19668 -0.02 -0.18 0.12
H 2.73055 -1.39305 -2.20602 0.10 0.10 -0.09
H 2.67555 0.16637 -2.39189 0.13 0.15 -0.05
C 2.07644 -3.15752 -0.73335 0.08 0.01 0.61
Si 0.33002 -3.14640 -1.47774 -0.42 0.26 0.46
C 0.42418 -3.09488 -3.31329 0.08 -0.37 -0.86
C -0.63710 -4.67254 -1.08919 -0.07 -1.08 0.45
C -0.01060 -5.94871 -0.98244 -0.78 0.57 0.05
C -0.76663 -7.10091 -0.75229 0.20 0.55 -0.37
C -2.15390 -7.01199 -0.67242 -0.06 -0.09 0.39
C -2.79298 -5.78721 -0.75307 0.66 0.45 -0.23
C -2.02756 -4.63616 -0.97101 -0.72 0.67 0.13
H 2.79024 -3.45542 -1.49424 0.27 0.07 -0.30
H 2.07281 -3.96513 0.00494 0.05 0.11 0.01
H 2.49759 -2.28000 -0.18657 -0.29 -0.39 -0.34
H 1.02215 -2.31206 -3.77948 0.02 -0.12 0.01
H -0.59287 -3.04686 -3.72000 0.13 0.00 -0.02
H 0.82877 -4.07832 -3.61062 -0.10 0.27 -0.04
H 1.05843 -6.02551 -1.09342 0.26 -0.11 0.06
H -0.27169 -8.06054 -0.67442 -0.03 0.03 0.02
H -2.75166 -7.89318 -0.48311 0.09 -0.12 -0.07
H -3.86480 -5.71283 -0.64734 -0.07 -0.01 -0.04
H -2.56149 -3.66178 -1.00637 0.41 -0.68 -0.06
```
Forces are in eV/Å.

Summary:
charge	+2
total energy	-85962.4909	eV
multiplicity	3
F_max	1.3	eV/Å